# 1
65
Properties=species:S:1:pos:R:3 method="wB97M-V/def2-TZVPD" total_charge=+4 total_energy_ev=-62870.0457 orbital_gap_ev="4.97 / 3.79" s_squared=8.78 de_lowest_kcal_mol=52.4 multiplicity=6
H -0.09038 3.64699 2.10372
H -3.30245 1.78007 0.19068
H -1.23175 -2.92126 1.74516
H -3.19232 3.42760 -0.44612
P 0.21201 1.34926 1.34007
H -1.64155 2.90212 1.67684
H -0.59873 -1.06863 -2.43851
C 6.52156 -0.77598 0.35282
H 7.23819 -1.34720 0.94698
H -2.04834 -3.92586 -1.59242
C 0.49569 0.61565 -3.36168
H -3.04160 -0.16011 3.91136
H -0.85855 -3.58932 -0.31554
H -4.08832 -2.05015 -2.30759
H 2.16383 -0.66581 -3.16929
H 1.10294 1.52930 -3.26271
P -2.20319 -1.60775 -0.96102
H -3.83144 -2.25601 1.04896
C -3.17066 2.37190 -0.71317
H 1.00153 2.62056 -0.53202
H -1.74120 -2.25616 -3.22844
H 2.34364 1.78225 0.29880
O -1.88823 2.02991 -1.23335
H -4.46156 -0.57431 1.10814
H -4.19873 -1.47982 2.60571
H -4.67586 -1.61909 -0.67743
P -2.09886 -0.61245 1.72370
H -0.86198 2.51862 3.24093
H -1.39881 0.53705 3.79328
C -1.88519 -3.39324 -0.64464
C 1.42935 2.37146 0.44865
C 1.09491 -0.57741 -3.40999
C -1.22076 -2.06803 2.43020
Ir -1.09831 0.28414 -0.17949
H 1.97514 1.12179 3.05067
H 4.91495 -2.21673 0.64847
H 1.64019 -0.42808 2.23788
H -0.54559 0.79430 -3.60084
H 0.60116 -1.47475 -3.82142
H 1.68225 3.30432 0.97938
H -2.15193 -0.47970 -3.17830
H 0.56390 0.16330 3.52273
S 3.44961 1.68028 -1.93504
C -0.68513 2.73097 2.18423
C 5.21787 -1.27957 0.19548
H -3.92901 2.11504 -1.45279
C 6.85231 0.46580 -0.21479
C -1.64889 -1.32270 -2.65865
H -2.57018 -3.82121 0.10025
H 7.82396 0.93542 -0.04583
C -3.95153 -1.37400 -1.45536
H -4.06887 -0.32901 -1.77061
C 5.92011 1.14649 -0.99796
H -1.73879 -2.34462 3.36300
H 6.16799 2.05698 -1.53549
H 3.27001 -0.99034 -0.71639
C -3.80809 -1.30251 1.59793
C 4.26336 -0.57903 -0.53339
H -1.57657 2.59873 -1.96563
C 1.17151 0.47126 2.66042
H 3.11183 0.92903 -2.98524
C -2.34389 0.38396 3.25715
H -2.79592 1.35342 3.00488
H -0.18388 -1.80476 2.66039
C 4.59725 0.67765 -1.08770

=====

# 2
66
Properties=species:S:1:pos:R:3 method="wB97M-V/def2-TZVPD" total_charge=+2 total_energy_ev=-67487.0949 orbital_gap_ev="8.25 / 5.91" s_squared=6.03 de_lowest_kcal_mol=0.0 multiplicity=5
H 0.87097 -2.78702 3.36728
C -0.65303 3.26139 -1.22418
H -1.96196 2.72908 5.77353
H 0.37592 0.39014 5.53816
C -2.03069 -1.46174 -1.26318
H -1.32631 3.16558 2.12965
H -2.80381 -2.18420 -0.95514
C 0.89015 0.28446 -2.93749
H -4.17890 -1.63236 4.13140
H 2.42471 -1.04322 -3.54725
H 2.77012 -3.25026 1.39094
H -0.79471 -2.79339 3.97306
C 0.18212 -0.64685 5.23904
H -0.93301 -3.73462 -1.11616
C -2.81349 -0.49692 2.94062
H -3.14022 0.23492 -1.95635
C -0.09756 -2.27232 3.30279
H -2.49587 -1.98702 4.53272
H 0.95555 -1.20108 -4.53916
C -2.10518 1.78452 5.22829
C -0.28472 -2.97441 -0.65061
H 2.34596 1.59317 -3.81923
H -1.31504 4.08829 -0.91862
H 0.96684 1.19060 -4.89075
H -3.18477 1.68004 5.05936
H -1.88240 -1.59930 -2.35040
P -1.15063 0.34126 2.89631
N -0.78567 -1.73546 -0.53658
H -2.93729 2.89820 2.85319
H 1.02527 -1.25231 5.60196
C -3.94284 0.42902 2.46577
H 1.04582 -0.44295 3.29859
H -3.24843 -0.47311 5.09035
P 2.23861 -2.32842 0.44808
H -4.82344 -0.19074 2.23839
C 1.26222 1.42773 -3.85809
H -1.77101 3.96818 3.64669
H -4.24465 1.14247 3.24544
Nd 0.51321 0.13749 0.27153
H 0.73619 2.34441 -3.56405
H -0.72183 -1.00455 5.75164
P 0.62501 3.12440 0.17800
C 1.32625 -1.05056 -3.51622
C -1.87080 3.03756 3.07278
H -0.46002 -2.39910 2.27207
H -1.76270 0.98353 5.89162
H -0.16087 3.55801 -2.16524
C -1.51417 2.04397 -1.46348
H -3.30451 -0.08162 -0.20661
H 3.24409 -2.52237 -0.54710
H -2.69257 -1.28871 2.17833
C -2.59055 -0.05578 -1.04630
H -2.28529 2.22176 -2.23859
O 1.43566 0.43909 -1.64506
C 0.98342 -3.41232 -0.23990
C 0.08510 -0.80234 3.72185
H 0.37854 4.37802 0.76185
H 1.16141 -4.48066 -0.34802
H -0.23134 0.36160 -2.82466
C -3.18350 -1.18184 4.25605
N -1.53149 0.94593 -0.77592
H 1.01912 -1.91440 -2.91417
H 1.71447 3.59649 -0.59829
H -3.68497 0.98548 1.55539
C -1.31714 1.88566 3.92104
H -0.26648 2.11304 4.17325

=====

# 3
67
Properties=species:S:1:pos:R:3 method="wB97M-V/def2-TZVPD" total_charge=+4 total_energy_ev=-129564.2534 orbital_gap_ev="5.97 / 4.02" s_squared=6.03 de_lowest_kcal_mol=14.5 multiplicity=5
H 4.55611 -0.26938 -0.44462
H 3.65542 -0.91957 0.94202
H -1.00213 -3.29454 -2.02771
N -0.58956 1.52992 3.22928
C -4.05645 -4.57834 1.98018
C -2.86933 -0.02587 -1.99433
H -2.34911 -2.85705 -0.94967
H 2.62967 1.53641 -2.20133
H -1.14728 2.26565 -2.53316
H -6.07663 -3.78061 1.60241
H 1.69045 -2.57216 -2.24097
H -2.75512 1.06070 -2.01898
H -0.41917 -6.65284 2.64510
Pt 0.05468 -0.37478 -0.04076
H -2.31044 2.53536 0.17777
H 3.53886 0.79964 0.54865
H 1.45678 2.94002 3.88307
H -1.28001 -1.07806 -4.25730
H -1.34679 4.04581 0.19643
P -1.25321 -0.87815 -1.83451
H 3.60972 0.18633 -2.80541
H -1.40770 -0.16990 1.67955
H -1.02997 -7.57692 1.14721
C -5.01083 -3.57475 1.73325
H -3.34317 -0.34886 -2.93288
H 1.88903 0.31399 -3.25961
C -4.58488 -2.25842 1.64634
H -2.66465 -6.76605 3.70087
C 2.44032 -2.27941 -1.49548
H -1.32353 0.84220 3.02678
H -2.54549 -2.75460 -2.72785
C 0.68324 1.20081 2.98835
N 1.65993 2.04824 3.41778
H 1.80732 2.79407 1.15245
H 0.37680 -1.27500 -3.64498
C -2.44126 -7.31387 2.77020
H -3.20764 -7.99801 2.40207
C -1.25359 -7.15620 2.13462
C -3.23247 -1.92069 1.87146
C -0.22736 2.68517 -2.10583
H 2.63145 1.74714 3.41006
H -0.83413 2.25239 3.90891
H -5.27977 -1.45671 1.39131
C 3.61228 -0.20335 0.11606
C 2.60610 0.46594 -2.44533
H -1.98726 -5.02445 2.43646
C -1.35149 2.97804 0.47471
H 1.36613 4.05642 -0.00280
H -4.34516 -5.62905 1.99331
H -1.20938 -2.67898 2.27923
C -0.54862 -0.69958 -3.52831
P -0.00995 2.07442 -0.38493
P 2.19617 -0.55276 -0.96716
C -1.84357 -2.60684 -1.89069
H 3.44295 -2.43646 -1.91844
S 1.13859 -0.24501 2.11177
H -0.34934 0.35006 -3.76594
H 2.35507 2.67915 -0.51783
H -1.25678 2.88045 1.56509
H -3.50948 -0.29303 -1.14524
H 0.62521 2.38237 -2.73002
Se -2.93064 -0.04770 1.71464
H -0.30274 3.78768 -2.12029
C -2.71506 -4.24449 2.20326
C -2.27923 -2.91833 2.14568
H 2.31252 -2.92727 -0.62086
C 1.50353 2.96698 0.11448